1.
Computed, not measured: a molecular structure, C34H37N3O9PRhSSe in a non-equilibrium geometry, with wB97M-V/def2-TZVPD.

Total charge: -2
Electronic energy, eV: -147230.161
Spin multiplicity: 5
Frontier orbital gap (spin up / spin down), hartree: 0.1424 / 0.2553
Relative energy (zero: lowest compared OMol25 entry of this formula, charge and spin), kcal/mol: 66.6

The geometry in XYZ format:
```
87
Properties=species:S:1:pos:R:3:forces:R:3
Rh 1.06455 -0.20171 -0.48971 -0.42 -0.20 -0.32
O 8.06407 0.97402 -0.65563 0.03 -0.45 0.11
C 7.34622 -0.21221 -0.26123 0.02 0.40 -0.26
C 5.87522 -0.17797 -0.56424 0.19 -0.47 -0.16
C 5.22980 -1.32044 -1.12899 0.22 0.10 0.01
C 3.86485 -1.29782 -1.25882 -0.11 0.36 -0.05
N 3.09255 -0.25551 -0.92589 0.29 -0.07 0.38
C 3.72083 0.90508 -0.46229 -0.06 -0.27 -0.15
C 5.12110 0.90148 -0.25448 -0.22 0.43 0.08
C 2.88804 2.01894 -0.22594 0.01 -0.04 -0.10
C 3.34807 3.30452 0.12223 0.23 0.09 0.10
C 2.46353 4.33184 0.29978 0.18 0.07 -0.02
C 2.93649 5.71551 0.62029 0.07 0.05 -0.34
O 3.08673 6.52432 -0.56969 0.03 -0.06 0.34
C 1.09436 4.09606 0.11674 -0.28 -0.03 -0.06
C 0.68913 2.82270 -0.21436 0.16 -0.16 -0.04
N 1.54918 1.81037 -0.39126 -0.46 0.36 0.11
H 7.54185 1.73725 -0.39821 -0.14 0.01 0.00
H 7.48865 -0.39538 0.80331 0.09 0.03 0.24
H 7.80677 -1.03655 -0.79629 0.13 -0.08 -0.13
H 5.79281 -2.19750 -1.43105 -0.04 0.09 0.03
H 3.35179 -2.15086 -1.67706 -0.10 -0.12 0.09
H 5.57215 1.78767 0.19083 -0.08 -0.17 -0.01
H 4.41192 3.47734 0.26235 -0.18 0.02 -0.03
H 3.91222 5.69172 1.09893 0.11 0.02 -0.02
H 2.23201 6.18669 1.30223 -0.13 0.16 0.11
H 2.35300 6.29822 -1.14906 -0.06 -0.07 -0.03
H 0.34755 4.86802 0.27979 0.11 -0.09 -0.01
H -0.36037 2.58637 -0.33174 0.09 -0.03 0.01
N -0.98965 0.24827 -0.18799 0.47 -0.20 0.88
S -2.33120 0.54172 -0.99431 0.49 -0.60 -0.53
C -2.81071 2.14309 -1.16495 -0.49 0.93 0.03
C -2.81763 2.71954 -2.49586 0.00 -0.01 0.56
C -3.17904 4.02700 -2.67812 -0.17 0.34 0.71
C -3.55933 4.86297 -1.56040 0.18 -0.75 -0.05
C -3.55139 4.28714 -0.25395 0.05 0.23 -0.56
C -3.19851 2.98188 -0.02829 0.30 -0.20 -0.57
C -3.58176 -0.10657 0.10692 -0.27 0.21 0.18
C -3.25057 -0.61179 1.35011 -0.12 -0.03 0.40
C -4.26713 -1.13855 2.15672 0.27 0.20 -0.07
C -5.57771 -1.16426 1.71395 -0.07 0.22 -0.09
C -5.89463 -0.64457 0.46030 0.13 0.29 -0.06
C -4.89489 -0.10923 -0.34344 -0.42 0.18 0.27
H -1.01389 0.46647 0.82510 0.01 0.11 -0.30
H -2.51370 2.10855 -3.34953 -0.07 0.09 0.26
H -3.16322 4.44062 -3.68064 -0.03 0.05 -0.01
H -3.83291 5.90099 -1.70726 0.03 -0.06 -0.01
H -3.81431 4.90515 0.60091 -0.02 0.01 -0.06
H -3.16459 2.58683 0.98860 -0.01 0.02 -0.30
H -2.21494 -0.57077 1.70366 -0.43 -0.19 0.01
H -4.01468 -1.52933 3.13844 0.01 0.04 -0.11
H -6.35716 -1.57743 2.34465 0.00 -0.02 -0.02
H -6.92210 -0.64544 0.11296 0.01 -0.02 -0.01
H -5.12731 0.32797 -1.31268 0.02 -0.06 0.12
C 2.08200 -4.64556 0.15002 0.02 0.34 0.01
O 1.98499 -3.21628 0.14991 0.17 -0.37 -0.05
P 0.69110 -2.42705 -0.38730 -0.06 0.37 -0.32
O 0.42993 -3.13434 -1.83971 -0.19 0.14 -0.60
C 0.46719 -2.37084 -3.05885 -0.04 -0.63 0.22
O -0.30197 -3.77771 1.75662 0.57 -0.02 1.12
C 0.40469 -2.91266 2.72925 0.00 -0.20 -0.20
H 1.60769 -5.05257 1.03677 -0.08 -0.04 0.13
H 3.14204 -4.88987 0.15589 0.06 0.05 0.00
H 1.62183 -5.07360 -0.73694 -0.09 -0.01 -0.13
H 1.21882 -2.79869 -3.72241 0.04 -0.09 0.03
H 0.71132 -1.33312 -2.88810 0.12 0.44 0.27
H -0.50581 -2.42499 -3.54578 -0.09 -0.07 0.06
H -0.25515 -2.12473 3.08904 -0.13 -0.13 -0.13
H 1.29014 -2.44258 2.29961 -0.14 -0.08 -0.08
H 0.70322 -3.56459 3.54251 -0.08 -0.15 0.05
C -0.62380 -3.25868 0.57374 -0.34 0.75 -0.40
C -2.01745 -3.32372 0.22584 0.10 -0.16 -0.24
C -2.90650 -4.01538 1.07697 -0.14 -0.10 -0.10
C -4.25956 -4.08900 0.78480 0.20 -0.07 -0.10
C -4.77112 -3.47840 -0.35872 0.19 -0.15 -0.07
C -3.90689 -2.78185 -1.20298 0.11 -0.36 0.02
C -2.55450 -2.70442 -0.92242 0.11 -0.32 -0.10
H -2.50800 -4.47279 1.97354 -0.06 0.04 -0.04
H -4.92914 -4.60753 1.46730 0.08 0.06 -0.07
H -5.83445 -3.51588 -0.57261 0.09 0.02 0.03
H -4.29813 -2.26144 -2.07143 0.04 -0.04 0.07
H -1.91669 -2.10230 -1.55922 -0.03 -0.13 0.03
O 1.51244 1.92994 2.89535 -0.20 -0.58 0.23
Se 1.07237 0.35227 2.89614 0.24 0.11 -0.44
O 1.49053 -0.50243 4.23408 -0.21 0.40 -0.36
O 1.86708 -0.40193 1.59783 -0.27 0.17 0.29
O -0.55033 0.18031 2.57584 0.41 0.13 0.35
```
Forces are in eV/Å.

2.
Computed, not measured: 13 unconnected molecules or ions with the total composition C4H34N2O14 in a non-equilibrium geometry, with wB97M-V/def2-TZVPD.

Total charge: 0
Electronic energy, eV: -36345.607
Frontier orbital gap, hartree: 0.3792
Relative energy (zero: lowest compared OMol25 entry of this formula, charge and spin), kcal/mol: 66.1

The geometry in XYZ format:
```
54
Properties=species:S:1:pos:R:3:forces:R:3
O -0.18964 1.83113 -0.12425 -0.23 -0.42 -0.47
C 0.27095 0.72175 -0.22453 0.44 0.80 0.29
O 0.93525 0.18924 0.82665 0.13 0.22 0.17
C 0.27971 -0.20651 -1.42901 1.80 -0.46 1.03
C -0.05947 0.32416 -2.77914 -1.27 -1.47 -1.42
C -1.57133 0.53792 -2.98324 0.79 1.74 0.08
N -2.31505 -0.72286 -2.96860 -0.36 0.70 0.51
N 1.65405 -0.83913 -1.40160 -0.94 -0.03 -0.16
H -0.33960 -1.05788 -1.12279 -0.54 0.29 -0.28
H 0.14745 -0.50192 -3.47678 0.15 -0.14 0.22
H 0.57372 1.09328 -3.20947 -0.20 0.60 0.68
H -1.67976 1.10978 -3.90692 -0.24 -0.42 -0.22
H -1.90885 1.23984 -2.20835 -0.16 -0.17 0.02
H -2.56489 -0.83109 -1.98193 0.03 -0.67 -0.21
H -3.23263 -0.57484 -3.38442 0.18 0.00 -0.22
H 2.18712 -0.45582 -2.17700 0.11 0.03 0.15
H 1.66329 -0.33812 0.42615 -0.22 -0.21 -0.29
H 1.42999 -1.78634 -1.71088 0.82 -0.03 -0.06
H -2.26359 -2.83838 0.91150 0.29 -0.22 0.22
H -1.06031 -3.18519 1.86858 -0.29 0.22 -0.33
O -1.45086 -3.35430 0.99205 -0.09 -0.05 -0.12
H 2.19209 2.09619 4.56499 0.00 -0.10 0.08
H 2.28738 1.61336 3.15320 0.18 -0.18 0.14
O 2.69849 1.47764 4.02246 -0.32 0.30 -0.21
H -4.14810 0.04799 -0.38497 -0.10 -0.08 -0.46
H -3.60932 -0.90456 0.57481 0.10 -0.43 -0.15
O -3.85589 -0.87583 -0.36245 0.02 0.68 0.76
H -1.57216 -2.25963 -3.43710 -0.20 0.24 0.55
H -1.47139 -3.61814 -4.12023 0.07 -0.22 0.16
O -1.28140 -3.18830 -3.27720 -0.02 -0.34 -0.58
H -0.70878 -0.67774 3.32671 -0.04 -0.15 0.64
H -1.46194 -0.22349 4.68465 0.21 -0.39 -0.04
O -1.18624 0.03135 3.80508 -0.23 0.63 -0.72
H -0.55875 1.84971 2.92087 0.28 -0.13 0.30
H 0.41343 2.95717 2.49457 -0.31 0.04 -0.25
O -0.15258 2.67583 3.22010 0.26 0.04 0.14
H 0.50218 -1.80203 1.68123 0.42 0.02 0.11
H 1.00401 -2.19908 3.17167 0.13 0.60 -0.38
O 0.25536 -1.96320 2.59439 -0.81 -0.65 0.41
H 2.92077 -1.16768 3.34487 0.16 -0.18 0.10
H 2.25044 -0.35398 4.38549 -0.09 -0.07 0.05
O 2.35958 -1.28640 4.12046 0.31 0.04 -0.06
H -2.34414 2.53453 2.09896 0.00 0.33 0.04
H -2.94357 3.80215 1.44724 0.02 -0.07 0.21
O -2.39920 3.02912 1.27349 -0.31 -0.16 -0.31
H 2.01472 2.40207 -2.71408 -0.20 -0.38 0.41
H 1.06706 2.91576 -1.51457 0.13 -0.60 -0.26
O 1.66665 3.15030 -2.23445 0.15 1.18 -0.08
H 3.45467 3.66155 0.53231 -0.57 -0.29 0.35
H 4.54570 2.97176 -0.09034 0.06 -0.75 0.07
O 3.79550 2.75606 0.48561 0.44 0.97 -0.41
H 0.37716 -3.22880 -3.13466 0.42 -0.86 -0.40
H 2.05112 -3.59422 -3.37248 -0.91 -0.56 0.05
O 1.33163 -2.98420 -3.19666 0.57 1.20 0.16
```
Forces are in eV/Å.

3.
Computed, not measured: a molecular structure, C20H34N3O3S3SbSi3V in a non-equilibrium geometry, with wB97M-V/def2-TZVPD.

Total charge: -2
Electronic energy, eV: -120276.684
Spin multiplicity: 4
Frontier orbital gap (spin up / spin down), hartree: 0.2139 / 0.1641
Relative energy (zero: lowest compared OMol25 entry of this formula, charge and spin), kcal/mol: 0.0

The geometry in XYZ format:
```
68
Properties=species:S:1:pos:R:3:forces:R:3
V -0.09674 1.16138 -0.57415 0.77 -0.45 -1.00
C -0.37695 2.05172 3.55669 0.16 -0.02 -0.06
C 0.41918 1.82906 2.29076 -0.16 -0.11 -0.49
O -0.23816 1.47376 1.28533 -0.35 0.30 1.78
C 1.82980 2.00896 2.20550 -0.13 0.11 0.17
C 2.59099 2.37368 3.34680 -0.08 -0.05 -0.12
C 3.93945 2.56014 3.28211 0.00 -0.07 -0.15
C 4.58289 2.38689 2.02943 0.14 0.09 0.11
C 3.89762 2.02593 0.91390 -0.31 -0.01 -0.04
C 2.47655 1.79035 0.94779 0.37 0.15 -0.07
O 1.90758 1.39510 -0.11832 -0.43 0.07 0.05
H -1.43834 2.01652 3.31267 0.10 0.00 -0.02
H -0.13087 3.01501 4.00638 -0.01 -0.04 -0.02
H -0.15296 1.26796 4.28586 0.02 0.04 -0.05
H 2.08090 2.49355 4.29338 -0.04 0.03 0.04
H 4.51118 2.82744 4.16017 0.00 0.01 0.02
H 5.65476 2.54693 1.95959 -0.04 -0.02 0.01
H 4.38487 1.88351 -0.04048 0.03 -0.03 -0.02
S -4.12882 4.15293 -1.94119 0.03 -0.04 0.27
Sb -2.65985 3.06343 -0.54289 -0.42 0.22 -0.50
S -0.42501 3.53027 -0.97790 0.37 0.31 0.13
S -2.38140 0.78436 -1.06936 -0.17 -0.29 0.11
C -1.77610 -1.08753 1.92978 -0.10 0.03 0.17
O -0.69065 -1.21366 1.05929 0.19 -0.15 -0.48
Si -0.36035 -2.68628 0.23713 0.30 0.20 0.00
C -0.10015 -3.90193 1.68546 0.01 0.05 -0.30
C -2.01010 -3.22052 -0.52624 0.16 0.07 0.15
C 1.02434 -2.46823 -0.87807 -0.23 0.18 0.20
Si 2.64880 -2.11516 -0.13600 -0.03 0.09 -0.02
C 2.56829 -1.24784 1.57040 -0.06 -0.30 -0.15
C 3.83568 -1.02555 -1.13634 -0.19 -0.13 -0.04
C 3.68728 -3.68146 0.20393 -0.25 0.06 -0.07
Si 0.80710 -2.87500 -2.63728 0.05 -0.03 0.06
C 2.19811 -2.28379 -3.78042 -0.05 -0.10 0.23
C -0.80571 -2.27692 -3.45357 0.12 -0.09 0.13
C 0.79701 -4.75858 -2.97545 0.08 0.20 0.17
H -2.20776 -2.05717 2.19572 -0.06 -0.08 0.01
H -2.56174 -0.47145 1.47956 0.02 0.00 0.02
H -1.45177 -0.61497 2.86549 -0.01 0.03 -0.01
H -1.00328 -4.09682 2.26065 -0.21 0.00 0.09
H 0.65324 -3.52625 2.36926 0.27 0.12 0.16
H 0.25669 -4.85230 1.28904 0.03 -0.13 -0.04
H -2.67710 -3.60486 0.24655 -0.08 -0.03 0.09
H -1.86647 -4.00580 -1.26227 0.03 -0.18 -0.13
H -2.50783 -2.39012 -1.01854 -0.06 0.16 -0.11
H 1.60357 -0.77958 1.74220 -0.14 0.04 0.01
H 3.33323 -0.47543 1.63956 0.12 -0.05 0.03
H 2.74265 -1.95865 2.37839 0.01 -0.13 0.13
H 3.35546 -0.10262 -1.45648 -0.06 0.06 -0.02
H 4.21440 -1.53368 -2.01971 0.08 -0.06 -0.11
H 4.68655 -0.76483 -0.50509 0.13 0.01 0.09
H 3.13802 -4.34838 0.86889 -0.07 -0.10 0.08
H 4.64957 -3.46199 0.65968 0.24 0.11 0.12
H 3.86872 -4.21902 -0.72637 0.02 -0.09 -0.14
H 2.45144 -1.23743 -3.64519 0.04 0.14 0.03
H 1.88894 -2.42175 -4.81535 -0.03 -0.04 -0.16
H 3.10667 -2.86750 -3.62135 0.08 -0.03 0.01
H -1.22281 -1.40996 -2.95333 -0.07 0.23 0.12
H -1.56500 -3.05883 -3.45433 -0.09 -0.08 0.01
H -0.62158 -1.99320 -4.48906 0.06 0.01 -0.15
H 1.71778 -5.20041 -2.59497 0.13 -0.07 0.05
H 0.72005 -4.99285 -4.03382 -0.02 -0.01 -0.31
H -0.03170 -5.24504 -2.46676 -0.19 -0.09 0.15
N 3.78195 1.25115 -5.52343 0.58 0.03 -0.23
C 2.72671 1.25163 -5.05305 0.04 -0.04 0.00
N 1.48695 1.28158 -4.64989 -0.44 0.18 -0.29
C 1.09526 1.05688 -3.46610 -0.16 -0.25 0.33
N 0.61508 0.82029 -2.42954 -0.03 0.08 0.01
```
Forces are in eV/Å.